Formula: C17H20N5O3Rh
Source: the Open Molecules 2025 dataset
Level of theory: the ωB97M-V functional and the def2-TZVPD basis

Results
- multiplicity = 5
- LUMO (alpha / beta) (Ha) = -0.23425 / -0.36723
- charge = +2
- ΔE to the lowest compared entry with this formula, charge and spin (eV) = 0.438

Structure (XYZ):
```
46
Properties=species:S:1:pos:R:3:forces:R:3:mulliken_charge:R:1
Rh 0.640154 0.069054 0.385823 -0.066 -0.073 0.114 0.5518
C -0.890280 -2.149197 2.006518 0.184 -0.109 0.078 -1.7018
N -0.488478 -0.753428 1.924645 -0.006 0.056 -0.086 0.3142
C -1.098670 0.099246 2.682996 -0.008 -0.022 -0.015 0.0340
C -0.870129 1.482067 2.427021 0.026 0.017 0.039 0.0574
C -1.371888 2.676204 3.021778 0.004 -0.012 -0.010 -0.8863
C -0.844436 3.693095 2.292026 0.006 0.013 0.020 -0.6899
C -0.020157 3.080638 1.246196 0.053 -0.020 0.026 -0.2408
N -0.041852 1.776227 1.347146 -0.088 0.081 -0.027 -0.0109
C 0.102696 -3.090592 2.594451 -0.036 0.050 -0.050 0.9658
C 1.492237 -2.776921 2.729312 0.000 0.000 0.123 0.2173
C 2.354941 -3.712176 3.211469 -0.003 0.013 0.010 -0.7675
C 1.866300 -4.987497 3.575385 -0.030 -0.010 -0.009 -0.3493
C 0.484803 -5.310931 3.453903 0.024 0.020 0.000 -0.5434
C -0.378766 -4.377971 2.974199 0.030 -0.053 -0.038 -0.5477
H -1.052173 -2.489571 0.972440 -0.088 -0.018 0.029 0.4329
H -1.851570 -2.259888 2.514595 -0.001 0.046 0.040 0.8430
H -1.806320 -0.215406 3.444588 -0.004 -0.009 -0.006 0.4532
H -2.033390 2.739857 3.869965 0.004 -0.002 0.005 0.4794
H -0.984698 4.753065 2.429924 -0.005 0.001 -0.003 0.4624
H 0.550269 3.584398 0.479754 -0.019 0.003 -0.014 0.5332
H 1.847647 -1.799983 2.433552 -0.018 0.004 -0.004 0.3807
H 3.409473 -3.496610 3.310442 -0.001 -0.001 0.004 0.4570
H 2.553734 -5.733913 3.953442 -0.006 -0.002 0.002 0.4383
H 0.138900 -6.293129 3.744960 0.009 -0.002 0.000 0.4467
H -1.432669 -4.601120 2.867821 -0.004 0.007 -0.006 0.4579
C -2.089281 0.519019 -2.695497 -0.018 -0.022 -0.028 -0.7076
O -0.928553 0.618777 -1.818978 -0.035 0.083 0.045 -0.2274
C -1.003600 -0.080005 -0.708347 0.088 -0.085 -0.090 0.8783
O -1.924934 -0.759737 -0.349598 0.001 0.026 -0.072 -0.5677
H -1.927364 1.260530 -3.468999 0.009 -0.001 0.000 0.2336
H -2.996122 0.727232 -2.134750 0.004 0.013 0.002 0.3158
H -2.132167 -0.480618 -3.120039 -0.004 -0.004 0.013 0.3255
C 2.769921 2.933795 -3.683146 -0.017 0.019 -0.019 -0.8862
N 3.238954 1.910474 -2.742963 0.004 0.027 0.040 -0.0089
C 4.524560 1.253375 -3.013053 0.015 -0.011 -0.008 -0.9249
C 2.452996 1.445740 -1.821911 -0.015 -0.106 -0.117 0.4112
N 1.769737 1.028644 -0.988902 0.075 0.091 0.061 -0.2162
H 3.533657 3.703809 -3.775221 -0.001 0.000 0.006 0.3296
H 1.853790 3.383651 -3.310043 -0.001 -0.007 0.002 0.3122
H 2.583004 2.489547 -4.660732 0.005 -0.006 0.002 0.3314
H 5.299816 2.014051 -3.083774 -0.004 0.003 0.002 0.3252
H 4.472167 0.697416 -3.948873 -0.007 0.003 -0.001 0.3361
H 4.765374 0.573361 -2.200711 -0.006 -0.001 -0.001 0.3257
O 1.112736 -2.771336 -0.049649 -0.035 0.004 -0.075 -0.3742
N 1.416620 -1.630857 -0.275927 -0.015 -0.003 0.015 0.0008
```
Forces are in eV/Å.